(1)
3 unconnected molecules or ions with the total composition C20H43N2O10, computed with ωB97M-V with the def2-TZVPD basis set.

As for the net charge: -1. The gap between HOMO and LUMO comes out at 5.9429 eV. For the lowest unoccupied orbital energy, the calculation gives 1.94 eV.

Geometry as XYZ:
```
75
C20H43N2O10 ωB97M-V with the def2-TZVPD basis set
C 1.86036 3.92633 4.41396
C 2.70766 3.71621 3.02874
N 2.00793 4.52357 1.98599
O 1.82351 3.83312 0.81707
C 2.65699 5.85597 1.76481
C 1.47766 6.95617 1.75408
C 1.96259 8.47250 1.89232
O 1.77455 9.22950 0.88938
N 2.56275 9.09431 3.09044
C 1.77333 8.85558 4.33029
C 4.01498 8.78059 3.24787
C 3.63103 5.91446 0.49458
O 4.47248 4.97686 0.19364
O 3.63948 7.03526 -0.33845
H 1.98194 3.03724 5.11925
H 2.25590 4.91706 4.86397
H 0.76625 4.11433 4.09661
H 3.78621 4.07649 3.21193
H 2.73662 2.59433 2.79091
H 2.52244 3.14711 0.68417
H 3.31383 6.10630 2.68698
H 0.82464 6.72131 2.68477
H 0.78788 6.78083 0.84322
H 0.65927 9.06195 4.16997
H 2.15456 9.62615 5.10873
H 1.90858 7.82108 4.80322
H 4.30667 8.52509 4.34057
H 4.40493 7.98195 2.51604
H 4.58657 9.76375 3.01988
C -1.30759 -1.61487 1.90967
O -0.35226 -1.81986 0.88731
C -0.86013 -2.63144 -0.16685
C -0.00347 -2.47369 -1.41819
O -0.31806 -1.29462 -2.16044
C 0.15652 -0.06600 -1.60158
C 1.65576 0.13102 -1.78780
O 2.37915 -0.60178 -0.80172
C 3.72612 -0.81535 -1.17861
H -1.60881 -2.57089 2.35233
H -0.85268 -0.99579 2.68389
H -2.18307 -1.08960 1.51521
H -1.89524 -2.35254 -0.39436
H -0.82879 -3.67439 0.17039
H -0.23072 -3.30683 -2.08992
H 1.06296 -2.52755 -1.19306
H -0.14215 0.03544 -0.55677
H -0.35875 0.72211 -2.15912
H 1.90582 1.19068 -1.66305
H 1.94672 -0.19525 -2.79304
H 3.77595 -1.41639 -2.09297
H 4.22095 -1.36635 -0.37724
H 4.24396 0.13694 -1.32616
C -2.67568 -9.77526 -2.31618
O -3.07091 -8.54918 -2.89985
C -4.30379 -8.66303 -3.60437
C -4.91276 -7.28463 -3.83503
O -5.60261 -6.78239 -2.68910
C -4.77284 -6.30835 -1.62633
C -4.13901 -4.95528 -1.92630
O -2.99196 -5.11756 -2.75514
C -2.63570 -3.91539 -3.41359
H -2.53968 -10.54214 -3.08657
H -1.72606 -9.61940 -1.80269
H -3.41712 -10.10588 -1.58200
H -5.00722 -9.28369 -3.03854
H -4.09358 -9.13759 -4.57005
H -5.67665 -7.37965 -4.61293
H -4.17446 -6.56799 -4.19849
H -4.02832 -7.05430 -1.34191
H -5.44389 -6.18405 -0.77054
H -3.80927 -4.48814 -0.99069
H -4.87394 -4.30689 -2.41706
H -3.44204 -3.59221 -4.08035
H -1.74678 -4.10654 -4.01672
H -2.40949 -3.12885 -2.68846
```



(2)
A molecular structure, C31H44BrN3O9Ti, computed with ωB97M-V with the def2-TZVPD basis set.

For the energy above the lowest of the compared OMol25 structures with the same formula, charge and spin, the calculation gives 0.0000 eV. The spin multiplicity is 2. As for the net charge: -1. The gap between HOMO and LUMO (alpha / beta) comes out at 6.3432 / 7.4470 eV. Its expectation value of S² is 0.75. For the lowest unoccupied orbital energy (alpha / beta), the calculation gives 2.30 / 2.30 eV.

Geometry as XYZ:
```
89
C31H44BrN3O9Ti ωB97M-V with the def2-TZVPD basis set
Ti 0.28130 1.04773 2.18727
O 0.74679 -4.56718 4.65977
C 0.63551 -3.29831 4.18483
C -0.51641 -2.54091 4.36102
C -0.53594 -1.26152 3.84124
N 0.51489 -0.75488 3.20354
C 1.60858 -1.48966 3.00059
C 1.72166 -2.77337 3.48037
C 2.61232 -0.76422 2.11820
O 3.66389 -1.30113 1.80782
O 2.17835 0.38930 1.74732
C -1.72792 -0.31105 3.85711
O -2.76052 -0.65634 4.41027
O -1.46565 0.78324 3.24125
H -0.07140 -4.80848 5.10987
H -1.39854 -2.91415 4.86467
H 2.61481 -3.34926 3.29573
C -5.22923 1.68492 -3.52513
C -5.44089 0.57624 -2.48614
C -6.65497 0.92732 -1.61706
C -5.74869 -0.72397 -3.22983
C -4.19734 0.46057 -1.60873
C -3.79024 1.54543 -0.83681
C -2.65656 1.46439 -0.06273
Br -2.19630 2.98088 0.98769
C -1.83067 0.31882 -0.00602
O -0.70307 0.33501 0.64963
C -2.29108 -0.81229 -0.71673
C -3.43069 -0.69080 -1.51183
C -1.65261 -2.21090 -0.65213
C -2.74281 -3.22663 -0.27070
C -1.08768 -2.57991 -2.03152
C -0.53519 -2.38303 0.38245
H -6.11763 1.80062 -4.14897
H -4.38225 1.44770 -4.16958
H -5.02469 2.64069 -3.04473
H -7.55362 1.00609 -2.23240
H -6.51555 1.87679 -1.10217
H -6.81819 0.15951 -0.86101
H -6.64310 -0.59180 -3.84122
H -5.93402 -1.54534 -2.53744
H -4.93055 -1.00992 -3.89139
H -4.35345 2.46813 -0.82911
H -3.74244 -1.56338 -2.06598
H -3.55214 -3.26012 -0.99946
H -3.17232 -2.97123 0.69862
H -2.30957 -4.22648 -0.20316
H -1.85865 -2.56195 -2.80146
H -0.65848 -3.58380 -2.00556
H -0.30565 -1.87999 -2.32597
H -0.90349 -2.19495 1.39058
H 0.30248 -1.71772 0.20742
H -0.18224 -3.41745 0.33668
C 3.19789 3.75008 1.37519
C 1.69215 3.76562 1.61598
C 1.07751 5.08312 1.16390
O 1.05087 2.69408 0.90736
C 1.45601 3.56407 3.13133
O 1.83458 4.43723 3.89334
O 0.89042 2.45472 3.47078
H 3.41779 4.01328 0.33892
H 3.60909 2.76554 1.59852
H 3.65979 4.48641 2.03105
H 1.30096 5.25162 0.10937
H 1.48160 5.89647 1.76192
H -0.00514 5.05763 1.28414
H 1.65777 2.31026 0.22302
C 4.54857 -2.30345 -1.38507
C 4.31170 -1.26406 -2.47507
N 4.15956 0.09528 -1.98065
C 5.36097 0.77484 -1.53455
C 5.66129 0.60596 -0.04165
C 2.94346 0.60834 -1.61719
C 1.71724 -0.19260 -1.94239
N 2.77091 1.73539 -1.03234
H 4.48747 -3.30931 -1.80253
H 3.81880 -2.20509 -0.58460
H 5.53328 -2.18477 -0.93457
H 3.43031 -1.52661 -3.05578
H 5.15163 -1.26266 -3.17783
H 5.26941 1.83677 -1.78962
H 6.18604 0.38671 -2.13685
H 4.74208 0.59022 0.54493
H 6.29036 1.42193 0.31655
H 6.17623 -0.33176 0.15754
H 1.59347 -0.30931 -3.02073
H 0.85400 0.32342 -1.52932
H 1.77384 -1.18510 -1.49919
H 3.63994 2.19448 -0.79287
```



(3)
40 unconnected molecules or ions with the total composition H80O40, computed with ωB97M-V with the def2-TZVPD basis set.

For the energy above the lowest of the compared OMol25 structures with the same formula, charge and spin, the calculation gives 17.5542 eV. As for the net charge: 0. The gap between HOMO and LUMO comes out at 9.5677 eV. For the lowest unoccupied orbital energy, the calculation gives -0.81 eV.

Geometry as XYZ:
```
120
H80O40 ωB97M-V with the def2-TZVPD basis set
H 2.71358 -5.58243 1.91697
H 3.70111 -4.30720 2.05204
O 2.97859 -4.78218 2.36599
H -2.69077 3.61814 2.74262
H -2.73086 5.08567 3.15928
O -3.11928 4.18620 3.17458
H -2.47230 2.45618 4.05901
H -3.93416 2.59212 4.57330
O -3.05635 2.33330 4.75652
H -1.43342 0.29185 0.55269
H -1.92507 0.17368 1.94704
O -1.46745 -0.30659 1.36216
H 2.68517 3.48236 -4.49352
H 2.29227 3.06872 -3.18536
O 3.05472 3.10029 -3.69448
H 2.15923 1.64351 -5.11591
O 1.30711 1.31029 -5.28385
H 0.55323 0.89389 -0.80522
O -0.07293 1.33624 -0.26271
H -1.51816 -2.77483 -4.40562
H -1.23106 -3.52602 -5.75372
O -1.04077 -3.44101 -4.79193
H 4.92740 -3.29854 -3.18963
H 4.65272 -1.80486 -3.66244
O 5.23630 -2.39666 -3.00923
H -4.10644 -1.17599 -3.05033
H -4.77980 0.03960 -3.13392
O -4.97243 -0.90203 -3.23562
H -2.70829 -3.91321 -1.21129
H -2.96220 -3.65355 0.24992
O -3.43309 -3.86141 -0.60785
H 2.21831 -1.62437 -4.66111
O 2.96012 -1.45630 -4.11072
H 1.59976 -6.68050 -0.49000
H 1.42182 -5.19516 -0.42868
O 1.03106 -5.96278 -0.11150
H 1.28256 5.81677 -1.88621
H 2.80199 5.88374 -1.88191
O 2.10884 5.67401 -1.44965
H 2.63531 0.23013 -0.26309
H 3.84120 -0.73003 -0.46188
O 3.61185 0.30340 -0.29859
H -1.85980 3.60456 -3.11190
H -2.65878 4.44977 -1.94265
O -1.81576 4.50928 -2.58491
H -1.33765 1.72491 -4.05492
H -2.06589 2.53259 -5.11175
O -1.88603 2.47356 -4.14561
H 4.35806 1.89464 -1.50011
H 4.55711 2.61110 -2.86208
O 4.37737 2.71393 -1.91282
H -4.87366 -2.19329 -0.43329
O -4.99970 -1.35548 -0.21361
H 1.68183 0.58393 -3.12561
H 0.23274 0.52493 -3.06464
O 1.03879 0.19141 -2.72978
H 3.38903 1.67110 5.57512
O 2.98667 1.01257 4.87635
H -1.57589 1.12480 5.74001
H -0.36512 1.18325 6.77895
O -1.28007 1.02937 6.64371
H 3.40089 -2.54021 -0.98082
H 4.94988 -2.64444 -0.68068
O 4.07107 -2.56789 -0.46898
H -0.29436 -2.39115 0.11778
H 1.46002 -2.01298 0.15291
O 0.47828 -1.83000 -0.21964
H -4.97541 4.06672 2.00707
H -5.09004 2.56699 1.30577
O -5.52100 3.35787 1.54280
H -0.30884 -3.62554 -3.37278
H 0.11361 -2.82924 -2.03650
O 0.40489 -3.22280 -2.81752
H -2.72025 -0.26639 5.95200
H -3.11354 -1.21263 4.94848
O -3.22969 -0.15171 5.14982
H 1.74966 -1.61271 3.11638
H 0.32748 -1.91777 2.55012
O 1.26686 -2.00093 2.33023
H -2.51554 -1.89562 2.32049
H -1.94459 -3.30288 2.99091
O -1.83496 -2.59844 2.29480
H 2.77326 2.24484 1.88625
H 3.98794 2.18663 1.01680
O 3.67807 1.93607 1.90693
H -1.18597 -1.21369 -3.98321
H -0.61658 0.03361 -5.04197
O -1.37504 -0.46735 -4.72893
H 0.58735 -4.92192 4.00481
O -0.01819 -4.53600 3.23168
H -1.83098 -0.53470 -1.29649
H -2.40980 -1.76869 -0.53305
O -2.34455 -1.45601 -1.50814
H -4.86475 -0.84810 -1.02577
H 1.06829 1.78020 -6.05410
H 3.10659 1.25666 3.97037
H 0.26318 2.16588 0.12102
H 2.66691 -0.98279 -3.23588
H 0.49376 -3.90610 2.66378
O 0.35368 1.43455 3.53506
H -0.54266 1.00876 3.68218
H 1.18846 0.96452 3.49579
O -4.12739 -0.36938 2.17781
H -4.72623 -0.18620 2.93786
H -4.35874 -1.03442 1.77951
O -1.63088 2.53164 1.77464
H -1.49955 2.86426 0.75904
H -0.88816 2.32571 2.14047
O 3.67900 -1.49034 2.95277
H 2.94030 -1.98517 3.26289
H 3.53107 -1.48640 2.03339
O 6.59610 -0.56065 1.66841
H 5.89884 -0.55865 2.47655
H 6.12104 -0.90902 0.95240
O 0.13779 4.31571 -1.15701
H -0.74718 4.38426 -1.42212
H 0.51714 4.53689 -0.29231
O -4.12521 1.91447 -1.85607
H -4.34014 1.35480 -1.10919
H -4.69849 2.53912 -2.00126
```



(4)
A molecular structure, C5H10N2O, computed with ωB97M-V with the def2-TZVPD basis set.

For the energy above the lowest of the compared OMol25 structures with the same formula, charge and spin, the calculation gives 4.1967 eV. As for the net charge: 0. The gap between HOMO and LUMO comes out at 10.5352 eV. For the lowest unoccupied orbital energy, the calculation gives 0.96 eV.

Geometry as XYZ:
```
18
C5H10N2O ωB97M-V with the def2-TZVPD basis set
C -1.42199 -0.45842 0.98060
C -1.19611 0.94016 -1.06180
C 1.02130 0.08797 -0.00009
C -0.51616 -0.10163 -0.18471
N 1.72426 1.14136 0.57539
C 1.14044 -1.40071 0.25585
O 1.12129 -0.23500 -1.45274
N 0.14601 -1.23305 -0.94498
H 1.55410 2.02095 0.10258
H 2.72016 0.96421 0.62921
H -1.37562 0.33865 1.72069
H -1.16380 -1.39496 1.46334
H -2.44722 -0.54617 0.62689
H -1.45296 1.80746 -0.45645
H -0.54764 1.25390 -1.87519
H -2.10450 0.51844 -1.48653
H 0.71320 -1.84882 1.14398
H 2.08523 -1.85433 -0.03606
```



(5)
2 unconnected molecules or ions with the total composition C3H11N3, computed with ωB97M-V with the def2-TZVPD basis set.

For the energy above the lowest of the compared OMol25 structures with the same formula, charge and spin, the calculation gives 2.6035 eV. The spin multiplicity is 3. As for the net charge: +2. The gap between HOMO and LUMO (alpha / beta) comes out at 11.5870 / 7.2845 eV. Its expectation value of S² is 2.01. For the lowest unoccupied orbital energy (alpha / beta), the calculation gives -8.23 / -13.04 eV.

Geometry as XYZ:
```
17
C3H11N3 ωB97M-V with the def2-TZVPD basis set
C 2.66112 0.57446 -0.30834
C -0.34074 -2.00858 0.29365
C -1.20090 1.52318 0.26285
N 1.61701 0.20585 0.30142
N -0.44008 -0.60174 0.42785
N -1.25195 0.13931 -0.37803
H 2.77359 0.92110 -1.43120
H 3.77403 0.55253 -0.01826
H -1.32740 -2.47058 0.59527
H -0.44186 -2.34099 -0.70762
H 0.44292 -2.58678 0.88421
H -0.19705 2.04238 0.15594
H -2.08139 2.03068 -0.14757
H -1.11149 1.47500 1.41074
H 1.82954 -0.04518 1.25095
H -0.95709 0.15739 -1.32737
H -2.18601 -0.15490 -0.44008
```



Number 1: maximum force 0.1288 hartree/bohr, DFT total energy -1649.5183 a.u.. Number 2: maximum force 0.0269 hartree/bohr, DFT total energy -5472.9612 a.u.. Number 3: maximum force 0.2855 hartree/bohr, DFT total energy -3057.1122 a.u.. Number 4: maximum force 0.0229 hartree/bohr, DFT total energy -381.1312 a.u.. Number 5: maximum force 0.0748 hartree/bohr, DFT total energy -284.2312 a.u..